Record 1
{"formula": "C3H13N2O", "method": "ωB97M-V/def2-TZVPD", "elements": ["N", "C", "C", "C", "N", "H", "H", "H", "H", "H", "H", "H", "H", "H", "H", "H", "H", "H", "O"], "coordinates": [[0.63, -0.07, -1.10], [-0.65, 0.67, -0.67], [-0.22, 2.08, -0.14], [-1.16, -0.23, 0.57], [-0.96, -1.63, 0.30], [1.32, 0.39, -1.69], [0.19, -0.92, -1.50], [1.18, -0.40, -0.24], [-1.22, 0.66, -1.58], [-0.16, 2.19, 0.91], [-0.92, 2.92, -0.35], [0.50, 2.62, -0.79], [-0.47, 0.15, 1.34], [-2.15, 0.17, 0.97], [-0.84, -2.22, 1.14], [-1.78, -1.92, -0.25], [2.44, -1.90, 0.40], [2.35, -1.29, 1.79], [1.92, -1.28, 0.90]], "gap_ha": 0.3971, "charge": 1, "energy_ev": -8342.706, "e_lumo_ha": -0.111, "fmax_ha_per_bohr": 0.063, "homo_ev": -13.8}

Record 2
{"formula": "C8H5Cl2EuLuNO3S", "method": "ωB97M-V/def2-TZVPD", "elements": ["Eu", "Lu", "Cl", "Cl", "C", "C", "C", "O", "O", "O", "S", "C", "N", "C", "C", "C", "C", "H", "H", "H", "H", "H"], "coordinates": [[-6.19, 0.59, -4.20], [-0.18, 0.31, 0.56], [-4.39, 0.16, -5.62], [-1.51, -0.93, 2.10], [0.54, 1.41, 2.03], [-7.40, 1.00, -5.73], [-7.72, 1.05, -3.05], [0.95, 2.07, 2.91], [-8.07, 1.23, -6.64], [-8.59, 1.31, -2.33], [1.71, -0.91, -0.71], [2.75, -0.81, 0.62], [3.39, 0.40, 0.85], [4.22, 0.51, 1.94], [4.42, -0.55, 2.79], [3.77, -1.76, 2.55], [2.93, -1.89, 1.46], [3.25, 1.20, 0.23], [4.71, 1.47, 2.10], [5.08, -0.45, 3.65], [3.92, -2.60, 3.22], [2.41, -2.83, 1.26]], "gap_ha": [0.1337, 0.1443], "charge": 4, "energy_ev": -104789.195, "spin_multiplicity": 7, "e_lumo_ha": [-0.599, -0.589], "fmax_ha_per_bohr": 0.347, "homo_ev": [-19.9, -19.9]}

Record 3
{"formula": "C3H4NaO2", "method": "ωB97M-V/def2-TZVPD", "elements": ["H", "Na", "O", "C", "C", "O", "C", "H", "H", "H"], "coordinates": [[-1.44, -0.61, 0.96], [-0.63, 0.53, -2.82], [0.80, -0.24, 0.91], [0.12, -1.26, 1.45], [0.28, 0.89, 0.34], [-1.08, -1.03, 1.85], [0.92, 1.52, -0.65], [-0.62, 1.30, 0.81], [0.55, 2.49, -0.99], [1.86, 1.14, -1.05]], "gap_ha": 0.2562, "charge": 1, "energy_ev": -11677.174, "e_lumo_ha": -0.199, "fmax_ha_per_bohr": 0.084, "homo_ev": -12.4}

Record 4
{"formula": "C6H13ClF2NO11PS2", "method": "ωB97M-V/def2-TZVPD", "elements": ["O", "S", "O", "F", "N", "P", "O", "Cl", "S", "O", "O", "F", "H", "C", "O", "C", "O", "O", "C", "H", "H", "H", "H", "H", "H", "C", "O", "C", "O", "O", "C", "H", "H", "H", "H", "H", "H"], "coordinates": [[0.88, 2.92, 3.75], [0.44, 2.17, 2.64], [0.20, 0.78, 2.69], [1.45, 2.41, 1.48], [-0.92, 2.87, 1.92], [-2.57, 2.26, 2.38], [-2.47, 0.81, 1.70], [-2.35, 1.76, 4.33], [-0.89, 4.55, 1.86], [0.42, 4.97, 1.56], [-1.65, 5.11, 2.91], [-1.74, 4.67, 0.57], [-3.12, 0.76, 0.97], [4.91, -3.29, -1.49], [4.51, -2.70, -0.25], [4.34, -1.38, -0.31], [4.48, -0.69, -1.29], [3.98, -0.95, 0.90], [3.76, 0.46, 0.98], [5.01, -4.35, -1.30], [4.15, -3.13, -2.26], [5.86, -2.88, -1.83], [2.96, 0.76, 0.31], [4.67, 1.00, 0.74], [3.47, 0.65, 2.01], [-2.95, -3.43, -0.67], [-3.05, -2.93, -2.00], [-3.32, -1.63, -2.09], [-3.48, -0.89, -1.15], [-3.38, -1.29, -3.37], [-3.66, 0.09, -3.61], [-2.73, -4.49, -0.76], [-2.14, -2.93, -0.13], [-3.89, -3.30, -0.14], [-2.88, 0.72, -3.18], [-4.63, 0.36, -3.19], [-3.68, 0.20, -4.69]], "gap_ha": 0.4013, "energy_ev": -79362.629, "e_lumo_ha": 0.006, "fmax_ha_per_bohr": 0.018, "homo_ev": -10.8}